No. 1
One molecule with the formula C21H24FN3O5S, computed with ωB97M-V with the def2-TZVPD basis set.

The SMILES is O=C(NCCCc1ccccc1)C(=O)NC[C@H]1OCCN1S(=O)(=O)c1ccc(F)cc1. The value obtained for the total energy is -1853.19031 Ha.

XYZ file:
```
55
Properties=species:S:1:pos:R:3:forces:R:3:mulliken_charge:R:1
O -2.16102 -2.93325 1.64231 0.017 0.055 0.157 -0.7145
C -1.83029 -2.89486 0.47031 -0.204 0.024 -0.134 0.5931
N -2.57621 -2.47352 -0.55339 0.197 0.044 -0.330 -0.0486
C -3.88220 -1.87918 -0.41297 -0.289 0.184 0.021 -0.8782
C -3.85281 -0.36270 -0.61369 0.063 -0.277 0.319 -0.3875
C -3.12747 0.36009 0.52699 -0.105 0.003 -0.259 0.1573
C -3.20271 1.84631 0.32566 0.064 -0.036 0.119 -0.0208
C -4.25607 2.58178 0.85386 0.020 -0.014 -0.004 -0.3199
C -4.34545 3.94548 0.63638 -0.082 0.069 0.015 -0.6243
C -3.38032 4.59155 -0.11658 0.001 0.123 -0.021 -0.3645
C -2.32749 3.86606 -0.64867 0.038 0.065 -0.070 -0.8378
C -2.23992 2.50209 -0.43179 -0.018 0.004 0.029 -0.1694
C -0.43728 -3.33968 0.01826 0.131 -0.333 0.070 0.4636
O -0.15602 -3.53307 -1.15069 -0.023 0.012 -0.054 -0.6725
N 0.39024 -3.50562 1.06736 -0.114 0.134 0.401 -0.1022
C 1.81640 -3.52027 0.90366 0.257 0.314 -0.328 -1.0235
C 2.32234 -2.06214 0.75218 -0.140 -0.280 0.677 -0.0053
O 3.68841 -1.97252 0.42911 0.018 -0.155 0.238 -0.5246
C 3.80227 -1.98947 -0.98809 0.148 0.024 -0.263 -0.3976
C 2.38349 -1.69499 -1.52524 0.140 -0.130 -0.484 -0.7832
N 1.61428 -1.43110 -0.32817 -0.477 0.889 0.189 0.2536
S 1.02556 0.10319 -0.07827 0.297 -0.263 0.007 1.3595
O 0.33379 0.47467 -1.27405 0.285 0.053 -0.313 -0.8059
O 0.30853 0.04774 1.15810 0.242 0.042 0.316 -0.7753
C 2.47142 1.14234 0.10848 -0.696 -0.387 -0.100 -0.0455
C 3.02545 1.72789 -1.01468 0.033 0.067 -0.098 -0.2802
C 4.19432 2.45966 -0.89679 0.115 0.009 0.144 -0.8158
C 4.77473 2.57936 0.35576 -0.139 -0.087 -0.032 0.4335
F 5.91423 3.28030 0.47541 -0.100 -0.051 -0.001 -0.3243
C 4.21702 2.01056 1.48952 0.072 0.053 -0.123 -0.8092
C 3.04773 1.28264 1.35673 0.065 0.056 0.105 -0.0553
H -2.12558 -2.45933 -1.45934 0.045 -0.115 0.125 0.2517
H -4.22858 -2.11826 0.59550 -0.068 -0.016 -0.133 0.3913
H -4.55558 -2.33968 -1.14317 0.029 -0.005 0.134 0.3653
H -4.88213 -0.00141 -0.67158 -0.010 0.022 -0.072 0.3233
H -3.35965 -0.12887 -1.55978 -0.058 0.053 -0.092 0.3149
H -3.59487 0.08772 1.47535 0.046 -0.037 0.043 0.5319
H -2.08261 0.04756 0.55931 -0.055 -0.040 0.085 -0.5234
H -5.01088 2.08241 1.44551 -0.070 -0.070 0.075 0.3925
H -5.16919 4.50561 1.05565 -0.056 0.039 0.035 0.3766
H -3.44804 5.65651 -0.28652 0.000 0.073 -0.009 0.3756
H -1.57079 4.36624 -1.23646 0.062 0.037 -0.043 0.4156
H -1.41703 1.93711 -0.84384 0.063 -0.036 -0.044 0.4952
H -0.00385 -3.22040 1.95729 -0.048 -0.093 -0.117 0.2937
H 2.29839 -3.99261 1.75998 -0.011 -0.008 -0.104 0.3489
H 2.04415 -4.07855 -0.00693 0.099 -0.036 0.102 0.3743
H 2.13746 -1.51808 1.68369 0.074 -0.129 -0.049 0.4889
H 4.16515 -2.96615 -1.32413 -0.033 0.109 -0.026 0.2788
H 4.52882 -1.22134 -1.26531 -0.063 -0.090 -0.014 0.3394
H 2.33387 -0.82952 -2.18249 0.092 -0.094 -0.127 0.3840
H 1.94782 -2.55777 -2.03622 0.056 0.141 0.004 0.4243
H 2.52306 1.62458 -1.96328 -0.004 0.037 -0.147 0.5045
H 4.65413 2.93336 -1.74947 0.045 0.056 -0.064 0.4614
H 4.69564 2.14188 2.44661 0.048 0.026 0.084 0.4654
H 2.56536 0.83966 2.21264 0.001 -0.032 0.163 0.4512
```
Forces are in eV/Å.

No. 2
C21H24HoNO3S4Sb as an isolated structure, computed with ωB97M-V with the def2-TZVPD basis set.

The charge is -1. The expectation value of S² is 6.004. The value obtained for the total energy is -3876.34955 Ha. Its spin multiplicity is 5.

XYZ file:
```
55
Properties=species:S:1:pos:R:3:forces:R:3:mulliken_charge:R:1
Ho -0.21479 0.27563 -1.26361 -0.420 -0.377 0.633 0.4893
C 2.02432 3.33661 -1.13805 0.307 0.155 -0.239 -0.9825
O 1.18793 2.61781 -0.23971 0.046 0.000 0.381 0.5120
C 0.37393 3.49157 0.51367 -0.361 -0.227 0.231 -0.7545
C -0.32928 2.65770 1.58388 0.557 0.199 -0.178 -0.7610
O -1.15616 1.63863 1.03997 -0.091 -0.153 -0.318 -0.1180
C -2.49964 2.06007 0.80354 -0.424 -0.320 -0.242 -0.4770
C -3.30563 0.80906 0.44353 0.371 0.267 0.250 -0.8640
O -2.92240 0.30033 -0.81404 0.149 0.074 0.038 0.0780
C -3.77909 0.68263 -1.88565 -0.034 -0.055 -0.383 -0.7354
H 2.61691 4.07749 -0.58805 -0.018 -0.029 0.124 0.2875
H 1.42700 3.85230 -1.89974 0.035 -0.155 0.094 0.2880
H 2.68047 2.60786 -1.61914 -0.187 0.244 0.072 0.2808
H -0.34986 3.99314 -0.14756 0.162 -0.082 0.101 0.3207
H 0.99557 4.25461 1.00758 -0.059 -0.085 -0.002 0.4786
H -0.91690 3.30770 2.24705 0.073 -0.104 -0.082 0.4659
H 0.43207 2.13412 2.17151 -0.074 0.087 0.000 0.2758
H -2.54557 2.77693 -0.03009 0.084 -0.086 0.184 0.2324
H -2.90107 2.52536 1.71673 0.064 -0.108 -0.094 0.4106
H -4.37764 1.03908 0.46475 0.081 -0.055 -0.008 0.4363
H -3.08151 0.02391 1.17642 -0.117 0.127 0.003 0.2529
H -4.77074 0.23456 -1.75890 0.021 -0.041 0.157 0.2765
H -3.30939 0.30111 -2.79796 -0.144 0.209 0.149 0.1033
H -3.86636 1.76824 -1.97110 0.077 -0.004 0.048 0.3427
S -1.34869 -0.31655 -4.22801 0.762 0.303 0.487 -0.5745
Sb 0.14186 1.46089 -3.99618 -0.212 0.571 -1.338 0.8706
S -1.05654 2.67803 -2.30277 0.154 -0.377 -0.385 -0.7045
S 1.97210 0.46161 -2.77119 -0.637 -0.108 -0.004 -0.5845
S 0.73784 2.73529 -5.77852 0.049 -0.156 0.286 -0.6903
C -2.14594 -3.98377 -2.07616 -0.040 0.044 0.033 -1.0586
C -1.30484 -4.87371 -1.42336 -0.008 -0.158 -0.045 -0.5436
C -0.33914 -4.38414 -0.57138 0.129 0.088 0.102 -0.9023
C -0.20371 -3.00118 -0.36862 -0.746 0.239 -0.626 0.5630
C -0.97535 -2.05068 -1.09160 0.294 -0.581 0.226 0.0895
C -1.95407 -2.62114 -1.93095 -0.048 0.240 0.190 -0.0997
C 0.73572 -2.52774 0.64766 0.435 0.574 0.100 1.0312
C 1.04609 -3.36875 1.75263 0.259 -0.087 0.323 -0.8826
C 1.92135 -2.96467 2.71238 -0.182 0.055 -0.304 -0.9598
C 2.54213 -1.70251 2.58199 -0.212 0.049 -0.310 1.4036
C 3.47546 -1.21796 3.51345 0.080 0.237 0.096 -0.7430
C 4.04350 0.01650 3.34757 0.081 -0.267 0.195 -0.5898
C 3.72230 0.78768 2.22137 -0.196 0.103 -0.230 -0.4827
C 2.80704 0.34413 1.30276 0.064 0.126 -0.121 -0.1251
C 2.17289 -0.90601 1.46316 0.331 -0.042 0.576 -0.6300
N 1.25551 -1.30412 0.54652 -0.654 -0.332 -0.359 -0.1142
H -2.93954 -4.35261 -2.71658 0.046 -0.015 -0.050 0.3821
H -1.39958 -5.93969 -1.58772 0.015 -0.038 0.014 0.3627
H 0.34698 -5.07923 -0.09979 -0.055 -0.017 0.058 0.4507
H -2.59882 -1.96874 -2.51121 0.069 0.010 0.067 0.2652
H 0.54990 -4.32331 1.83527 -0.026 0.001 -0.008 0.4513
H 2.14446 -3.58502 3.57204 0.001 -0.036 0.008 0.4060
H 3.72101 -1.83819 4.36587 0.049 -0.010 0.055 0.3859
H 4.75212 0.39230 4.07173 0.065 0.007 0.040 0.3700
H 4.20792 1.74430 2.08247 -0.021 0.051 -0.063 0.4394
H 2.55787 0.92254 0.42216 0.058 0.046 0.067 0.3751
```
Forces are in eV/Å.